1.
The following is a quantum chemistry calculation of an isolated molecule of CH3N3O2S at a distorted geometry, from the Open Molecules 2025 dataset.

Values from the calculation:
**Energy**: -20478.429 eV
**LUMO level (spin up / spin down)**: -0.51 / -0.46 eV
**Relative energy (zero: lowest compared OMol25 entry of this formula, charge and spin)**: 689.9 kJ/mol
**Orbital gap (spin up / spin down)**: 0.2877 / 0.2980 Eh
**F_max**: 4.47 eV Å⁻¹

Geometry (Å):
S 0.260 -1.527 -1.340
O -0.899 0.229 1.667
O -1.626 -0.479 -2.835
N -0.558 0.141 0.474
N -1.315 -0.672 -1.670
N -1.291 0.391 -0.602
C 0.727 -0.323 0.063
H 1.351 0.343 -0.640
H 1.329 -1.034 0.640
H -2.163 0.903 -0.585


2.
The following is a quantum chemistry calculation of an isolated molecule of CH3N3O3 at a distorted geometry, from the Open Molecules 2025 dataset.

Values from the calculation:
**Energy**: -11693.528 eV
**LUMO level (spin up / spin down)**: 0.50 / 0.50 eV
**SMILES**: NC(=O)/[N+]([O-])=N\O
**Relative energy (zero: lowest compared OMol25 entry of this formula, charge and spin)**: 227.3 kJ/mol
**Orbital gap (spin up / spin down)**: 0.3714 / 0.3714 Eh
**F_max**: 2.41 eV Å⁻¹

Geometry (Å):
O -0.174 -0.973 -1.319
O 1.135 1.404 -0.433
O -1.998 1.089 0.644
N 1.622 -0.683 0.455
N -1.833 0.074 -0.292
N -0.651 -0.292 -0.323
C 0.920 0.273 -0.186
H 1.330 -1.630 0.264
H 2.608 -0.504 0.559
H -2.958 1.243 0.630


3.
The following is a quantum chemistry calculation of a 2-piece molecular cluster, CH3N3O3 overall at a distorted geometry, from the Open Molecules 2025 dataset.

Values from the calculation:
**Energy**: -11695.368 eV
**LUMO level**: 0.35 eV
**SMILES**: [H]/N=[N+](\N)[O-].O=C=O
**Relative energy (zero: lowest compared OMol25 entry of this formula, charge and spin)**: 49.7 kJ/mol
**Orbital gap**: 0.4000 Eh
**F_max**: 4.69 eV Å⁻¹

Geometry (Å):
O 1.849 -1.749 -0.606
O 1.106 1.543 0.744
O 0.005 -2.835 0.171
N -0.232 -0.237 0.788
N 0.089 0.924 0.501
N -0.752 1.663 -0.327
C 0.921 -2.253 -0.179
H -1.695 1.434 -0.468
H -1.100 -0.487 0.485
H -0.191 1.998 -1.109